# 1
Here is a single C24H28N2O7S molecule from the Open Molecules 2025 dataset. Energies are from wB97M-V/def2-TZVPD.

XYZ file:
```
62
Properties=species:S:1:pos:R:3:forces:R:3
C 1.70402 0.58901 -0.89160 -0.380 0.038 -0.707
O 2.73866 -0.81288 -2.44201 -0.048 0.170 0.169
H 1.77383 2.43407 4.82564 -0.173 0.154 -0.153
C 3.67273 -0.59540 -0.20389 -0.021 -0.098 -0.297
H 4.75465 -1.24745 -2.70442 -0.053 0.002 0.013
H 0.14213 -4.91419 -1.88357 -0.003 -0.094 -0.061
C 0.03264 -2.85223 -2.39968 0.067 0.091 -0.114
O -0.60969 1.66742 -1.45350 0.069 -0.203 0.291
H -1.50487 -1.95952 -4.47233 -0.056 -0.017 -0.068
C 0.15839 -0.63380 -4.18405 0.083 0.218 -0.736
C -0.14731 -1.54923 -1.91943 -0.236 -0.688 0.736
C -3.01510 0.78460 0.63112 -0.266 -0.093 -0.447
H -4.69014 0.11317 2.76178 -0.032 0.003 0.046
N -0.08289 -0.44675 -2.76500 0.358 0.966 0.264
C 2.46627 1.46475 2.69672 0.278 -0.273 0.150
H -0.30523 0.21106 -4.69756 0.102 -0.168 -0.098
C 2.73786 -0.29797 -1.19783 0.131 0.003 0.118
H -0.63387 -2.24235 1.35498 -0.030 0.035 0.120
C -0.43376 -2.42216 0.30992 0.049 0.006 0.019
C -0.42858 -1.95567 -4.65329 0.175 0.046 0.189
H -2.53959 0.53272 3.72791 -0.042 0.090 -0.078
H 4.47818 -1.28556 -0.39564 0.048 -0.065 -0.052
H 4.28054 -0.24733 1.81808 0.054 -0.032 0.053
H -0.62282 -0.36155 -0.20392 -0.114 0.046 0.149
C 3.76886 -1.70843 -2.80780 0.176 -0.190 -0.054
H -2.75089 2.88793 4.31883 -0.037 0.001 -0.111
N -0.98614 2.76328 3.26415 -0.162 -0.265 -0.533
C -4.32434 1.12430 2.58157 0.261 -0.067 -0.067
O 3.13282 1.09100 3.62855 -0.061 0.075 -0.142
C -0.22402 3.07985 4.31865 0.502 -0.010 -0.390
H -0.55376 2.39216 2.42943 0.062 0.083 0.199
O 1.08807 1.72266 -3.20833 0.167 -0.232 -0.155
H 1.68227 4.03721 4.06470 -0.077 -0.152 -0.024
H 1.23477 -0.59865 -4.38486 -0.094 -0.034 -0.078
C 1.61001 1.18403 0.34378 0.090 0.019 0.190
S 0.46788 1.00870 -2.13417 0.026 0.163 -0.083
C 3.56723 -0.01223 1.04255 -0.223 0.199 0.121
C -0.41172 -1.35277 -0.56460 -0.159 -0.220 0.027
H -3.17538 -0.26453 0.34841 0.010 0.104 -0.027
C -4.32501 1.42856 1.08372 0.199 -0.061 0.034
H -2.53407 1.30476 -0.20068 -0.121 -0.110 0.084
H -0.25534 -2.06819 -5.72405 -0.033 0.076 0.013
O -2.13372 0.81314 1.75046 0.246 0.065 0.019
H -0.21532 -4.05179 -4.14960 0.073 0.002 0.026
C 1.28349 3.01761 4.03870 0.012 0.101 0.767
C -0.00100 -3.91139 -1.50562 -0.009 0.093 0.103
H 1.28998 -3.13362 -4.10850 0.016 -0.031 -0.071
H -5.18496 1.00895 0.56750 -0.040 0.033 -0.045
O -0.64561 3.43198 5.39934 0.059 0.105 0.364
O 1.55740 2.44705 2.76644 -0.194 0.179 -0.238
H -0.22055 -4.54562 0.52666 -0.018 -0.072 0.066
C -2.83415 1.21278 2.91960 -0.164 0.341 0.565
C -2.42081 2.64738 3.30663 -0.123 -0.338 -0.021
H -4.30438 2.50434 0.91022 -0.027 0.025 -0.038
C 2.54491 0.88819 1.33236 0.011 -0.079 -0.250
C 0.22256 -3.09063 -3.87170 -0.108 0.059 -0.089
C -0.21052 -3.70760 -0.15331 -0.005 -0.078 0.038
H -2.85641 3.36043 2.59926 -0.091 -0.015 0.081
H 3.59484 -1.94458 -3.85620 0.026 -0.007 0.071
H -4.91678 1.82558 3.16443 -0.064 0.007 0.065
H 0.79054 1.86162 0.51925 -0.079 0.053 0.089
H 3.72319 -2.62620 -2.21418 -0.008 0.046 -0.014
```
Forces are in eV/Å.

The calculation puts the total energy at -53490.7562 eV. For the LUMO energy, the calculation gives 0.262 eV. The SMILES is COc1ccc(C(=O)OCC(=O)NC[C@H]2CCCO2)cc1S(=O)(=O)N1CCCc2ccccc21. The gap between HOMO and LUMO is 8.70 eV. The total charge is 0. The multiplicity is 1.

Electronic structure analysis, Löwdin charges in units of e:
1. C -0.1781
2. O -0.0872
3. H 0.1353
4. C 0.0214
5. H 0.1021
6. H 0.1122
7. C -0.1629
8. O -0.2785
9. H 0.1262
10. C -0.1863
11. C -0.2079
12. C -0.1869
13. H 0.1177
14. N -0.1399
15. C -0.4322
16. H 0.1253
17. C -0.2410
18. H 0.1084
19. C -0.0622
20. C -0.1529
21. H 0.1539
22. H 0.1105
23. H 0.1274
24. H 0.0782
25. C -0.0509
26. H 0.1313
27. N 0.0869
28. C -0.1249
29. O 0.1247
30. C -0.4694
31. H 0.1263
32. O -0.2576
33. H 0.1468
34. H 0.1160
35. C 0.0240
36. S 0.7255
37. C 0.0217
38. C -0.0311
39. H 0.1219
40. C -0.1481
41. H 0.0993
42. H 0.1181
43. O -0.1207
44. H 0.1187
45. C -0.0438
46. C -0.0413
47. H 0.1125
48. H 0.1123
49. O 0.0649
50. O -0.0050
51. H 0.0995
52. C -0.3128
53. C -0.1035
54. H 0.1088
55. C -0.0993
56. C -0.1364
57. C -0.0868
58. H 0.1316
59. H 0.0937
60. H 0.1176
61. H 0.1213
62. H 0.1055


# 2
Here is a single C24H28N4O2S molecule from the Open Molecules 2025 dataset. Energies are from wB97M-V/def2-TZVPD.

XYZ file:
```
59
Properties=species:S:1:pos:R:3:forces:R:3
H 2.85252 0.28676 3.63139 -0.130 -0.091 0.014
O 3.63005 1.21588 1.74661 0.189 0.205 -0.011
H -1.30138 -1.45445 -5.72351 -0.020 -0.076 -0.005
C -0.81883 -1.13572 -6.64782 0.058 0.074 0.051
N 1.26708 -0.00358 -6.04958 -0.002 -0.040 -0.253
C 1.79374 0.11651 3.43099 0.258 0.151 0.366
H 0.98482 -2.05135 -5.82646 0.074 -0.021 -0.161
C -2.90556 -1.80412 4.62431 -0.097 -0.125 0.345
H -1.86282 -1.06489 7.75205 -0.020 -0.023 0.096
C 2.55666 0.89439 1.26688 0.056 -0.049 -0.064
C 2.28030 1.05262 -0.19177 0.148 -0.030 -0.219
C -1.20539 0.31632 -6.95652 0.019 -0.039 -0.166
C 0.18729 0.20396 1.63160 -0.486 0.233 -0.064
H -2.16985 0.34640 -7.46375 -0.037 0.041 0.072
H -3.58820 -2.45950 4.10645 -0.082 -0.079 -0.066
C 0.71025 -1.24904 -6.51289 -0.251 -0.257 0.008
S 1.34844 -1.04664 -3.53596 0.038 0.364 -0.208
H 1.21495 2.10358 4.04708 0.049 -0.051 0.062
H 2.45337 3.44909 -2.60172 0.015 0.121 -0.047
H 0.06209 0.46021 0.57994 -0.029 -0.075 0.131
C -0.66479 1.14669 2.50295 -0.011 -0.227 -0.245
H 1.18374 2.01788 -6.42318 0.010 -0.096 -0.122
H 2.04279 1.07517 -7.65683 -0.030 0.095 0.054
C 1.94972 1.39990 -2.93437 -0.041 -0.555 0.669
C -1.95027 -1.04430 6.67701 -0.166 -0.262 0.140
N 1.57350 0.33197 2.01565 -0.072 -0.165 0.160
N 1.75575 1.42409 -4.28243 0.015 0.594 -0.624
H 2.77390 3.12768 -0.15935 0.058 0.071 0.062
H 1.53158 -0.92010 3.67433 0.016 0.045 0.020
C -0.12716 0.97176 -7.81554 -0.088 -0.012 0.179
H -0.34945 2.17735 2.30031 -0.052 -0.062 -0.067
H -1.72051 1.06059 2.24738 0.011 0.043 -0.015
H -3.89628 -2.02029 8.49681 0.027 -0.031 -0.010
H 1.81565 -1.02524 -0.52681 -0.035 -0.092 0.118
H 1.16264 -1.46392 -7.48542 0.014 -0.080 0.100
C -2.12817 -0.90818 3.92148 0.106 0.080 -0.018
C 1.45138 0.26587 -4.75362 0.132 -0.547 0.735
H -2.22859 -0.88883 2.84792 0.032 0.017 -0.099
C 0.92270 1.07009 4.26073 0.309 -0.243 -0.060
H -2.58619 -3.22728 8.35653 -0.032 0.025 -0.006
C -1.23589 -0.05361 4.57677 -0.204 -0.124 0.260
H -0.53985 0.52643 6.52495 0.039 0.081 0.028
N -0.47636 0.91252 3.91515 -0.002 0.426 -0.082
H -4.28824 -3.74047 8.25529 0.061 0.063 0.042
H 0.03683 0.36837 -8.71009 -0.004 0.024 -0.089
H -0.12683 -0.83449 1.79057 -0.022 0.045 -0.075
C -2.82303 -1.89523 6.01086 -0.021 0.013 -0.178
C 1.93574 -0.04809 -0.96987 0.060 0.151 0.063
C -3.58499 -2.94775 8.00412 0.007 -0.013 0.193
O -3.62672 -2.82992 6.60501 0.031 0.077 -0.316
H 1.08197 0.87468 5.31865 0.007 0.070 -0.028
H -1.15491 -1.79721 -7.44696 -0.041 -0.059 -0.004
C -1.18191 -0.13943 5.96924 0.085 0.009 -0.188
C 2.47828 2.29977 -0.78582 -0.029 -0.093 0.144
C 1.16671 1.09108 -6.99821 0.120 0.333 -0.281
C 1.77497 0.13611 -2.32610 0.010 0.234 -0.191
H -1.30047 0.88049 -6.02623 -0.064 0.017 0.021
C 2.30638 2.48529 -2.14168 -0.041 -0.077 -0.090
H -0.44315 1.96411 -8.13651 0.055 -0.005 -0.081
```
Forces are in eV/Å.

The calculation puts the total energy at -46233.7705 eV. For the LUMO energy, the calculation gives 0.558 eV. The SMILES is COc1ccc(N2CCN(C(=O)c3ccc4nc(N5CCCCC5)sc4c3)CC2)cc1. The gap between HOMO and LUMO is 7.85 eV. The total charge is 0. The multiplicity is 1.

Electronic structure analysis, Löwdin charges in units of e:
1. H 0.1224
2. O 0.0694
3. H 0.1042
4. C -0.1624
5. N -0.1307
6. C -0.1063
7. H 0.0829
8. C -0.0047
9. H 0.1025
10. C -0.4242
11. C -0.1597
12. C -0.1898
13. C -0.1229
14. H 0.1090
15. H 0.1179
16. C -0.1813
17. S 1.0788
18. H 0.1321
19. H 0.1122
20. H 0.1185
21. C -0.1408
22. H 0.1119
23. H 0.1254
24. C -0.3117
25. C -0.0230
26. N -0.0475
27. N 0.1054
28. H 0.1188
29. H 0.1343
30. C -0.1736
31. H 0.1305
32. H 0.1189
33. H 0.0943
34. H 0.1239
35. H 0.1278
36. C -0.0234
37. C -0.5615
38. H 0.0975
39. C -0.1310
40. H 0.0939
41. C -0.2354
42. H 0.1069
43. N -0.1080
44. H 0.0913
45. H 0.1098
46. H 0.1255
47. C -0.2863
48. C -0.0513
49. C -0.0993
50. O -0.0933
51. H 0.1087
52. H 0.1097
53. C -0.0194
54. C -0.0162
55. C -0.1440
56. C -0.4600
57. H 0.1159
58. C -0.0033
59. H 0.1109


no.,strongest force on any atom (eV Å⁻¹)
1,1.06
2,0.93